i) The following is a quantum chemistry calculation of an isolated molecule of C4H2O2, from OMol25.

Element x y z (Å)
O  0.975  1.528  0.727
C  0.405  1.291  -0.303
C  -0.285  0.017  -0.574
C  -1.125  -0.449  -1.434
C  -0.177  -1.207  0.417
O  -0.144  -1.035  1.601
H  0.368  2.014  -1.133
H  -0.006  -2.185  0.016

The total charge is 0. The calculation puts the highest occupied orbital energy at -10.76 eV. The calculation puts the molar mass at 82.06 g/mol.

***

ii) The following is a quantum chemistry calculation of a structure of composition C4H2O2, from OMol25.

Element x y z (Å)
C  2.288  -1.286  -0.286
C  1.024  -1.378  -0.465
C  -1.757  0.904  -0.161
C  0.594  -0.287  0.173
O  -1.170  1.851  -0.440
O  -2.196  -0.075  0.371
H  0.580  -0.384  1.184
H  0.638  0.655  -0.377

The total charge is 0. The calculation puts the highest occupied orbital energy at -9.99 eV. The calculation puts the molar mass at 82.06 g/mol.

***

In terms of stability, i) leads; the second structure lies 0.0325 hartree higher.

***

i) The following is a quantum chemistry calculation of a cluster of 2 separate species, C4H2O2 in total, from OMol25.

Element x y z (Å)
C  -1.143  1.903  1.131
C  0.414  1.853  0.790
C  -0.198  2.981  1.401
C  -0.379  0.772  0.376
O  -0.099  4.056  1.881
O  -0.605  0.387  -0.876
H  0.198  -0.447  1.347
H  -1.454  0.776  -1.222

The total charge is 0. The calculation puts the highest occupied orbital energy at -10.12 eV. The calculation puts the molar mass at 82.06 g/mol.

***

ii) The following is a quantum chemistry calculation of an isolated molecule of C4H2O2, from OMol25.

Element x y z (Å)
O  -3.225  0.191  0.468
C  -2.108  0.307  0.175
C  -0.838  0.581  -0.111
C  0.183  -0.287  -0.020
C  1.617  0.095  -0.209
O  2.519  -0.700  -0.067
H  0.054  -1.343  0.231
H  1.798  1.156  -0.465

The total charge is 0. The SMILES is O=C=C=CC=O. The calculation puts the highest occupied orbital energy at -9.82 eV. The calculation puts the molar mass at 82.06 g/mol.

***

iii) The following is a quantum chemistry calculation of an isolated molecule of C4H2O2, from OMol25.

Element x y z (Å)
C  1.955  1.159  0.277
C  3.123  1.637  0.218
C  -0.897  -1.033  -0.247
C  0.884  0.421  0.100
O  -2.143  -0.182  -0.084
O  0.205  -0.579  0.188
H  -1.047  -2.176  -0.197
H  -2.082  0.751  -0.257

The total charge is 0. The calculation puts the highest occupied orbital energy (spin up / spin down) at -8.84 / -8.29 eV. The calculation puts the molar mass at 82.06 g/mol.

***

In terms of stability, ii) leads; the second structure lies 0.1722 hartree higher.

***

i) The following is a quantum chemistry calculation of an isolated molecule of C5H12N2O, from OMol25.

Element x y z (Å)
C  -1.282  1.293  -0.713
C  -1.363  -0.118  -0.204
C  -2.497  -0.736  0.559
N  -0.287  -0.870  -0.348
O  -0.306  -2.115  0.130
C  0.915  -0.565  -0.990
C  1.961  0.068  0.076
N  2.269  -0.960  0.995
H  -0.925  1.388  -1.752
H  -0.628  1.917  -0.017
H  -2.318  1.708  -0.866
H  -2.126  -0.789  1.658
H  -2.644  -1.697  0.152
H  -3.453  -0.373  0.338
H  0.914  0.055  -1.886
H  1.447  -1.445  -1.230
H  2.917  0.212  -0.458
H  1.685  0.896  0.686
H  1.947  -0.789  1.932
H  1.736  -1.750  0.778

The total charge is 0. The SMILES is CC(C)=[N+]([O-])CCN. The calculation puts the highest occupied orbital energy (spin up / spin down) at -8.16 / -8.16 eV. The calculation puts the molar mass at 116.16 g/mol.

***

ii) The following is a quantum chemistry calculation of a cluster of 2 separate species, C5H12N2O in total, from OMol25.

Element x y z (Å)
C  2.085  -1.586  2.270
C  1.206  -1.317  1.073
C  1.881  -0.778  -0.159
N  0.010  -2.114  0.910
N  -0.178  -0.971  1.301
H  2.728  -0.713  2.470
H  2.725  -2.465  2.077
H  1.470  -1.781  3.161
H  2.393  0.157  0.063
H  2.612  -1.499  -0.537
H  1.147  -0.589  -0.943
C  -1.545  1.799  -0.259
O  -1.531  2.079  -1.639
C  -2.427  1.292  -2.375
H  -0.841  2.491  0.201
H  -2.541  1.954  0.169
H  -1.216  0.769  -0.047
H  -2.364  1.631  -3.404
H  -2.157  0.228  -2.320
H  -3.459  1.412  -2.012

The total charge is 0. The SMILES is CC1(C)N=N1.COC. The calculation puts the highest occupied orbital energy at -9.65 eV. The calculation puts the molar mass at 116.16 g/mol.

***

In terms of stability, ii) leads; the second structure lies 0.0210 hartree higher.

***

i) The following is a quantum chemistry calculation of a structure of composition C4H8FN3, from OMol25.

Element x y z (Å)
C  -1.619  -0.423  -0.238
C  -0.384  -0.818  0.122
C  0.809  0.135  0.161
C  0.411  1.657  0.528
H  -3.619  -0.654  -0.554
H  -2.682  -2.009  0.979
H  -1.931  0.463  -0.781
H  -0.231  -1.839  0.612
H  0.146  1.805  1.650
H  1.366  2.287  0.082
H  2.139  -1.610  -1.480
H  3.434  -1.096  -0.512
N  -2.678  -1.155  0.146
N  1.950  -0.121  0.239
N  2.401  -1.370  -0.219
F  -0.626  1.985  -0.510

The total charge is 0. The calculation puts the highest occupied orbital energy at -7.74 eV. The calculation puts the molar mass at 117.13 g/mol.

***

ii) The following is a quantum chemistry calculation of an isolated molecule of C4H8FN3, from OMol25.

Element x y z (Å)
C  2.435  1.561  0.759
N  1.046  1.560  0.569
N  0.470  0.298  0.795
C  -0.937  0.161  0.663
C  -1.311  -0.936  -0.239
N  -0.190  -1.690  -0.761
C  -1.474  0.416  -0.711
F  -0.553  0.790  -1.588
H  2.795  2.687  0.626
H  3.096  0.508  0.910
H  1.137  -0.726  0.620
H  -1.756  0.234  1.444
H  -2.232  -1.564  -0.104
H  -0.098  -1.759  -1.867
H  -0.084  -2.561  -0.311
H  -2.345  1.023  -0.806

The total charge is 0. The SMILES is C=NN[C@@H]1[C@H](N)[C@@H]1F. The calculation puts the highest occupied orbital energy at -7.84 eV. The calculation puts the molar mass at 117.13 g/mol.

***

In terms of stability, ii) leads; the second structure lies 0.0464 hartree higher.

***

i) The following is a quantum chemistry calculation of an isolated molecule of C6H10OS, from OMol25.

Element x y z (Å)
C  0.340  0.368  0.524
C  -0.354  -0.823  -0.094
C  0.690  1.446  -0.440
C  0.409  0.862  -1.862
C  0.851  0.307  1.964
C  -1.055  -2.068  0.459
O  -2.241  0.297  -1.658
S  -0.919  -0.407  -1.736
H  -0.136  2.244  -0.345
H  1.788  1.819  -0.439
H  0.071  1.594  -2.487
H  1.320  0.409  -2.327
H  1.336  -0.709  2.064
H  -0.043  0.439  2.672
H  1.551  1.221  2.061
H  -1.922  -1.836  1.013
H  -0.421  -2.605  1.100
H  -1.265  -2.558  -0.469

The total charge is 0. The calculation puts the highest occupied orbital energy at -8.72 eV. The calculation puts the molar mass at 130.21 g/mol.

***

ii) The following is a quantum chemistry calculation of an isolated molecule of C6H10OS, from OMol25.

Element x y z (Å)
C  -3.023  -0.338  -0.676
C  -2.324  0.136  0.373
S  -1.500  1.701  0.255
C  0.262  1.440  0.063
O  1.051  2.353  0.191
C  0.762  0.029  -0.183
C  0.850  -0.790  1.108
C  2.160  0.111  -0.793
H  -3.225  0.269  -1.565
H  -3.380  -1.359  -0.653
H  -2.151  -0.453  1.302
H  0.120  -0.406  -0.928
H  -0.047  -0.978  1.706
H  1.226  -1.816  0.854
H  1.592  -0.378  1.791
H  2.447  -0.842  -1.256
H  2.294  0.894  -1.514
H  2.887  0.424  -0.077

The total charge is 0. The SMILES is C=CSC(=O)C(C)C. The calculation puts the highest occupied orbital energy at -9.34 eV. The calculation puts the molar mass at 130.21 g/mol.

***

In terms of stability, ii) leads; the second structure lies 0.0615 hartree higher.

***

i) The following is a quantum chemistry calculation of an isolated molecule of C6H10OS, from OMol25.

Element x y z (Å)
O  -2.013  -0.343  -1.062
C  -1.227  0.046  0.025
C  -0.550  -1.165  0.756
C  0.569  -1.786  0.028
S  2.019  -0.805  -0.525
C  1.364  0.859  -0.621
C  0.876  1.737  0.576
C  -0.116  1.213  -0.402
H  -1.433  -0.518  -1.839
H  -2.032  0.481  0.745
H  -1.360  -1.892  0.862
H  -0.132  -0.830  1.727
H  0.137  -2.401  -0.820
H  0.977  -2.634  0.729
H  1.885  1.590  -1.364
H  0.872  1.496  1.609
H  0.906  2.821  0.449
H  -0.742  2.131  -0.874

The total charge is 0. The SMILES is O[C@H]1CCS[C@@H]2C[C@H]12. The calculation puts the highest occupied orbital energy at -8.50 eV. The calculation puts the molar mass at 130.21 g/mol.

***

ii) The following is a quantum chemistry calculation of an isolated molecule of C6H10OS, from OMol25.

Element x y z (Å)
C  -0.548  2.068  0.301
C  -0.573  0.642  -0.113
S  -2.138  -0.045  -0.733
C  -1.162  -0.437  0.706
C  -0.273  -1.625  0.669
C  0.636  -1.388  -0.575
C  0.653  0.096  -0.802
O  1.782  0.718  -0.117
H  0.240  2.147  1.074
H  -0.278  2.699  -0.489
H  -1.557  2.293  0.677
H  -1.488  -0.223  1.737
H  -0.796  -2.551  0.579
H  0.306  -1.576  1.565
H  0.296  -1.883  -1.522
H  1.629  -1.824  -0.416
H  0.734  0.439  -1.876
H  2.538  0.448  -0.665

The total charge is 0. The SMILES is C[C@]12S[C@H]1CC[C@@H]2O. The calculation puts the highest occupied orbital energy at -8.76 eV. The calculation puts the molar mass at 130.21 g/mol.

***

In terms of stability, ii) leads; the second structure lies 0.0659 hartree higher.